Record 1
60
Properties=species:S:1:pos:R:3:nbo_charge:R:1 method="wB97M-V/def2-TZVPD" homo_energy_ev=-3.565 homo_lumo_gap_ev=3.0 lumo_energy_ev=-0.56 de_lowest_kcal_mol=264.9 total_charge=-1
Ta -0.873 -1.407 -0.439 2.50
O -0.375 2.542 0.594 -0.50
C -0.706 1.527 0.063 0.78
O -0.204 0.313 0.265 -0.76
C -1.796 1.456 -0.976 0.13
C -2.424 2.508 -1.610 -0.17
C -3.304 2.213 -2.645 -0.12
C -3.540 0.892 -3.016 -0.18
C -2.888 -0.097 -2.313 0.12
N -2.038 0.205 -1.340 -0.51
C -2.964 -1.587 -2.542 0.78
O -3.687 -2.108 -3.335 -0.51
O -2.114 -2.212 -1.722 -0.77
H -2.194 3.519 -1.308 0.26
H -3.793 3.017 -3.178 0.24
H -4.206 0.621 -3.823 0.25
Cl -0.161 -4.532 -1.509 0.04
C 1.254 -3.540 -1.355 0.10
C 1.096 -2.140 -1.183 -0.68
C 2.321 -1.379 -1.174 0.34
Cl 2.702 1.441 -1.441 0.82
C 3.571 -2.117 -1.214 -0.13
Cl 5.015 -1.181 -1.157 0.04
C 3.638 -3.476 -1.320 -0.05
Cl 5.158 -4.288 -1.366 0.04
C 2.451 -4.216 -1.425 -0.19
Cl 2.525 -5.931 -1.609 0.03
F 0.543 -1.837 1.330 -0.52
B 0.108 -3.148 1.823 1.37
F 1.074 -4.075 1.642 -0.52
F -0.369 -3.050 3.090 -0.52
F -0.993 -3.340 0.864 -0.52
N -6.116 -0.594 5.021 -0.33
C -5.308 -0.742 4.217 0.29
C -4.302 -0.917 3.203 -0.19
C -2.996 -0.493 3.434 -0.17
C -2.039 -0.651 2.445 -0.13
C -2.350 -1.226 1.209 -0.46
C -3.667 -1.658 1.012 -0.22
C -4.638 -1.507 1.988 -0.17
H -2.736 -0.047 4.384 0.22
H -1.027 -0.325 2.649 0.22
H -3.956 -2.144 0.086 0.21
H -5.651 -1.846 1.818 0.22
O 4.871 3.683 -1.086 -0.66
S 4.784 2.661 -2.646 0.70
O 5.896 2.931 -3.617 -0.95
N 2.470 -0.071 -1.211 -0.86
C 0.868 2.902 -2.382 0.51
O -0.031 3.299 -2.942 -0.54
C 3.041 2.471 0.060 -0.16
C 2.487 2.059 1.254 -0.20
C 2.746 2.808 2.383 -0.27
C 3.601 3.909 2.269 -0.19
C 4.242 4.210 1.089 -0.27
C 4.057 3.445 -0.092 0.34
H 1.858 1.180 1.274 0.25
H 2.297 2.544 3.330 0.21
H 3.800 4.520 3.141 0.21
H 4.976 5.004 1.039 0.22

---

Record 2
67
Properties=species:S:1:pos:R:3:nbo_charge:R:1 method="wB97M-V/def2-TZVPD" homo_energy_ev=-9.004 homo_lumo_gap_ev=7.0 lumo_energy_ev=-2.01
C -1.766 -2.186 7.267 -0.18
C -1.198 -1.853 6.118 -0.08
C -0.763 -1.628 4.591 -0.05
C 0.803 -1.836 4.321 -0.05
Br 1.995 -2.335 5.854 0.11
C 1.455 -1.664 2.887 0.04
C 3.054 -1.870 2.637 -0.47
C 3.452 -3.428 2.476 -0.06
O 2.772 -4.109 1.389 -0.73
C 0.439 -1.318 1.718 -0.09
C -1.136 -1.151 1.977 -0.06
C -1.797 -1.268 3.419 -0.06
C -3.351 -1.071 3.746 0.65
F -3.593 -0.350 4.998 -0.32
F -4.112 -0.351 2.773 -0.31
C -3.948 -2.581 4.043 0.57
F -4.274 -2.681 5.460 -0.31
F -3.000 -3.616 3.722 -0.30
C -5.307 -2.905 3.241 0.93
F -5.125 -2.915 1.828 -0.29
F -5.691 -4.265 3.603 -0.33
F -6.364 -2.065 3.708 -0.30
C -2.004 -0.860 0.666 0.52
O -3.087 -1.422 0.321 -0.48
C -1.373 0.229 -0.375 -0.04
C -2.229 1.353 -1.089 -0.18
C -1.445 2.304 -2.107 -0.12
C 0.120 2.099 -2.361 -0.28
S 1.020 3.229 -3.545 1.93
O 0.961 2.616 -4.949 -0.86
O 0.396 4.621 -3.594 -0.86
C 2.827 3.460 -3.136 0.43
F 3.346 4.402 -4.121 -0.29
F 3.522 2.221 -3.380 -0.31
C 3.128 4.123 -1.694 0.59
F 2.293 3.622 -0.627 -0.31
F 2.773 5.532 -1.826 -0.29
C 4.678 4.096 -1.243 0.58
F 4.884 5.286 -0.422 -0.30
F 5.614 4.211 -2.327 -0.29
C 5.100 2.846 -0.316 0.93
F 4.664 2.932 1.040 -0.30
F 4.714 1.564 -0.821 -0.31
F 6.556 2.834 -0.283 -0.32
C 0.969 0.974 -1.638 -0.15
C 0.200 0.050 -0.629 -0.11
C 0.991 -1.118 0.192 0.54
O 1.956 -1.782 -0.295 -0.48
H -2.008 -2.229 8.400 0.28
H 3.365 -1.214 1.729 0.25
H 3.600 -1.395 3.550 0.25
H 3.189 -3.990 3.464 0.18
H 4.597 -3.530 2.310 0.18
H 3.093 -5.052 1.321 0.48
H -3.367 1.476 -0.886 0.27
H -1.967 3.155 -2.684 0.26
H 2.105 0.811 -1.835 0.27
C -2.829 -1.329 -5.984 -0.83
S -1.541 -0.098 -5.686 1.26
O -1.280 -0.069 -4.214 -0.99
C -2.560 1.339 -6.084 -0.83
H -2.423 -2.316 -5.758 0.24
H -3.688 -1.135 -5.338 0.23
H -3.132 -1.294 -7.032 0.23
H -3.435 1.369 -5.432 0.22
H -2.871 1.288 -7.129 0.23
H -1.962 2.239 -5.929 0.25

---

Record 3
61
Properties=species:S:1:pos:R:3:nbo_charge:R:1 method="wB97M-V/def2-TZVPD" homo_energy_ev=-1.346 homo_lumo_gap_ev=5.2 lumo_energy_ev=3.85 total_charge=-2
Na -0.437 0.551 0.118 0.88
C -0.007 -0.969 2.806 -0.42
N 0.544 -1.208 1.487 -0.47
C 1.994 -1.037 1.470 -0.21
C 2.397 0.412 1.251 -0.24
N 2.167 0.720 -0.145 -0.69
C 2.424 1.946 -0.583 0.07
C 2.803 3.122 0.120 0.25
F 2.994 3.088 1.468 -0.34
C 2.978 4.358 -0.477 0.26
F 3.311 5.416 0.292 -0.32
C 2.815 4.536 -1.835 0.16
F 2.965 5.753 -2.419 -0.33
C 2.483 3.415 -2.584 0.25
F 2.343 3.537 -3.922 -0.32
C 2.319 2.190 -1.989 0.30
F 2.049 1.146 -2.800 -0.33
C 0.140 -2.488 0.923 -0.21
C -1.365 -2.687 0.822 -0.24
N -1.979 -1.623 0.056 -0.68
C -3.263 -1.768 -0.249 0.08
C -3.875 -0.779 -1.086 0.31
F -3.117 0.253 -1.499 -0.32
C -5.178 -0.810 -1.510 0.25
F -5.645 0.164 -2.317 -0.32
C -6.036 -1.837 -1.132 0.16
F -7.321 -1.880 -1.567 -0.33
C -5.517 -2.811 -0.310 0.26
F -6.315 -3.824 0.098 -0.33
C -4.201 -2.780 0.118 0.23
F -3.854 -3.792 0.969 -0.35
H 0.276 -1.765 3.522 0.14
H -1.094 -0.908 2.759 0.21
H 0.358 -0.015 3.186 0.21
H 2.391 -1.612 0.632 0.20
H 2.435 -1.443 2.400 0.14
H 3.453 0.524 1.551 0.16
H 1.823 1.044 1.945 0.18
H 0.570 -3.323 1.513 0.14
H 0.573 -2.538 -0.080 0.20
H -1.774 -2.785 1.839 0.16
H -1.500 -3.681 0.367 0.17
O -1.730 4.475 1.122 -0.74
C -1.277 3.419 0.651 0.74
O -0.923 2.371 1.238 -0.80
C -1.124 3.415 -0.891 0.15
C -1.210 4.657 -1.583 -0.22
C -1.096 4.673 -2.934 -0.17
C -0.949 3.449 -3.635 -0.12
C -0.872 3.368 -5.047 -0.18
C -0.761 2.156 -5.664 -0.23
C -0.721 0.970 -4.895 -0.23
C -0.778 1.024 -3.533 -0.17
C -0.887 2.272 -2.872 0.22
N -0.930 2.277 -1.505 -0.47
H -1.357 5.545 -0.987 0.24
H -1.127 5.604 -3.492 0.20
H -0.900 4.286 -5.624 0.19
H -0.700 2.101 -6.745 0.19
H -0.636 0.011 -5.391 0.20
H -0.743 0.128 -2.928 0.23

---

Record 4
54
Properties=species:S:1:pos:R:3:mulliken_spin:R:1 method="wB97M-V/def2-TZVPD" s_squared=0.78 homo_energy_ev="-11.350 / -11.348" homo_lumo_gap_ev="6.1 / 6.4" lumo_energy_ev="-5.27 / -4.99" de_lowest_kcal_mol=7.6 total_charge=+1 spin_multiplicity=2
Re 0.700 0.516 0.732 0.94
O 2.097 2.845 -2.146 0.00
C 1.150 2.218 -1.825 0.01
O 1.019 1.805 -0.485 -0.02
C -0.013 1.843 -2.671 0.02
C -0.250 2.698 -3.744 0.00
C -1.322 2.475 -4.591 0.00
C -2.155 1.389 -4.371 0.00
C -1.907 0.520 -3.318 0.00
C -0.836 0.731 -2.456 -0.03
P -0.453 -0.538 -1.209 0.01
C -1.990 -1.368 -0.780 -0.01
C -2.751 -0.862 0.272 0.00
C -3.967 -1.447 0.589 0.00
C -4.420 -2.540 -0.135 0.00
C -3.661 -3.050 -1.180 0.00
C -2.447 -2.469 -1.506 0.00
C 0.611 -1.732 -2.046 -0.02
C 0.762 -3.009 -1.504 0.00
C 1.660 -3.898 -2.071 0.00
C 2.415 -3.519 -3.173 0.01
C 2.266 -2.250 -3.715 0.00
C 1.368 -1.355 -3.155 0.02
H 0.408 3.543 -3.892 0.00
H -1.507 3.149 -5.415 0.00
H -2.999 1.208 -5.023 0.00
H -2.559 -0.330 -3.167 0.00
H -2.397 -0.011 0.841 0.01
H -4.556 -1.052 1.406 0.00
H -5.365 -2.999 0.120 0.00
H -4.014 -3.905 -1.742 0.00
H -1.855 -2.875 -2.317 0.00
H 0.172 -3.320 -0.651 0.00
H 1.770 -4.888 -1.649 0.00
H 3.115 -4.216 -3.613 0.00
H 2.847 -1.954 -4.578 0.00
H 1.253 -0.373 -3.597 0.00
Se 0.679 -3.903 2.533 0.02
C 0.620 -2.347 1.863 0.01
N 0.562 -1.250 1.375 -0.02
Br 1.707 6.040 4.483 0.00
C 1.855 4.250 5.071 0.00
C 2.237 3.984 6.377 0.00
C 2.344 2.669 6.806 0.00
C 2.073 1.627 5.936 0.00
C 1.689 1.908 4.628 0.00
C 1.579 3.223 4.187 0.00
C 1.411 0.764 3.733 -0.01
O 1.483 -0.394 4.013 0.03
O 1.044 1.145 2.457 0.05
H 2.448 4.802 7.053 0.00
H 2.643 2.462 7.824 0.00
H 2.154 0.597 6.253 0.00
H 1.283 3.445 3.173 0.00

---

Record 5
57
Properties=species:S:1:pos:R:3:mulliken_spin:R:1 method="wB97M-V/def2-TZVPD" s_squared=2.03 homo_energy_ev="-2.471 / -5.328" homo_lumo_gap_ev="4.8 / 7.7" lumo_energy_ev="2.36 / 2.37" de_lowest_kcal_mol=5.9 total_charge=-1 spin_multiplicity=3
Ti -0.505 0.002 -0.504 1.07
O -3.209 2.816 -1.206 0.00
C -2.087 2.561 -0.833 -0.02
N -1.733 1.557 0.077 0.02
C -2.655 1.123 0.991 0.01
O -3.726 1.610 1.276 0.01
C -2.116 -0.060 1.840 0.01
C -2.867 -0.547 2.894 0.00
C -2.317 -1.539 3.688 0.00
C -1.041 -1.991 3.414 0.00
C -0.366 -1.457 2.329 -0.01
N -0.910 -0.521 1.559 -0.02
C -0.903 3.292 -1.420 0.00
C -1.038 3.873 -2.674 0.00
C 0.084 4.452 -3.235 0.00
C 1.277 4.443 -2.526 0.00
C 1.296 3.862 -1.269 0.00
N 0.223 3.295 -0.719 0.00
H -3.847 -0.120 3.059 0.00
H -2.877 -1.949 4.520 0.00
H -0.559 -2.753 4.010 0.00
H 0.624 -1.783 2.039 0.00
H -1.984 3.827 -3.193 0.00
H 0.037 4.881 -4.228 0.00
H 2.182 4.860 -2.947 0.00
H 2.208 3.827 -0.684 0.00
O 1.317 0.523 -4.073 0.07
C 1.027 0.341 -2.903 -0.04
O -0.208 0.349 -2.431 0.00
C 2.037 0.180 -1.819 0.37
C 3.366 -0.094 -2.080 -0.12
C 4.281 -0.210 -1.053 0.39
C 3.850 0.096 0.284 -0.09
C 4.723 0.139 1.379 0.06
C 4.302 0.517 2.642 -0.01
C 2.972 0.894 2.832 0.07
C 2.084 0.846 1.768 0.01
C 2.488 0.412 0.502 0.04
N 1.553 0.322 -0.520 0.16
H 3.645 -0.209 -3.120 -0.01
H 5.321 -0.449 -1.232 0.03
H 5.764 -0.123 1.214 0.00
H 5.000 0.546 3.469 0.00
H 2.622 1.240 3.797 0.01
H 1.061 1.176 1.902 0.00
O -2.211 -1.116 -0.884 -0.01
N -2.343 -2.432 -0.709 0.00
C -3.622 -2.854 -0.560 0.00
C -3.910 -4.177 -0.401 0.00
C -2.829 -5.075 -0.406 0.01
C -1.552 -4.624 -0.556 0.00
C -1.245 -3.242 -0.711 0.01
S 0.295 -2.565 -0.874 -0.01
H -4.327 -2.038 -0.585 0.00
H -4.937 -4.489 -0.282 0.00
H -3.003 -6.138 -0.290 0.00
H -0.717 -5.309 -0.560 0.00

---

Record 6
60
Properties=species:S:1:pos:R:3:lowdin_charge:R:1 method="wB97M-V/def2-TZVPD" homo_energy_ev=-10.782 homo_lumo_gap_ev=7.8 lumo_energy_ev=-3.01 de_lowest_kcal_mol=0.0 total_charge=+1
Ba 0.622 2.587 0.429 1.77
Cl 2.735 5.504 1.057 0.69
C 1.199 6.060 0.545 -0.77
C 0.199 5.117 0.391 -0.50
C -1.055 5.588 0.036 -0.78
Cl -2.315 4.443 -0.137 0.65
C -1.313 6.941 -0.179 -0.71
Cl -2.881 7.495 -0.611 0.70
C -0.270 7.860 -0.049 -0.70
Cl -0.543 9.524 -0.355 0.71
C 1.001 7.423 0.326 -0.71
Cl 2.284 8.554 0.493 0.69
C 4.437 3.067 -0.583 -0.08
O 3.514 2.070 -0.179 -0.19
C 4.004 0.810 -0.014 -0.21
C 5.352 0.483 0.031 -0.04
C 5.728 -0.849 0.164 -0.66
Br 7.578 -1.287 0.244 0.78
C 4.794 -1.861 0.225 -0.07
C 3.432 -1.545 0.186 -0.06
C 3.036 -0.203 0.094 -0.19
O 1.722 0.155 0.089 -0.19
C 2.414 -2.581 0.180 -0.23
N 1.113 -2.341 0.180 0.15
C 0.497 -3.566 0.106 -0.20
C -0.849 -3.919 0.045 -0.01
C -1.155 -5.261 -0.030 -0.08
C -0.164 -6.247 -0.046 -0.07
C 1.174 -5.923 0.003 -0.01
C 1.487 -4.575 0.077 -0.18
N 2.684 -3.913 0.125 0.19
H 5.013 2.732 -1.450 0.11
H 5.110 3.341 0.233 0.11
H 3.837 3.931 -0.860 0.06
H 6.119 1.239 -0.029 0.11
H 5.136 -2.879 0.313 0.10
H 1.210 -0.711 0.052 0.05
H -1.626 -3.172 0.026 0.09
H -2.188 -5.565 -0.085 0.10
H -0.452 -7.283 -0.108 0.11
H 1.944 -6.677 -0.021 0.12
H 3.587 -4.353 0.094 0.16
N -1.410 -0.662 1.899 0.10
C -2.273 -0.404 0.887 -0.84
S -1.898 0.785 -0.232 0.56
N -3.388 -1.147 0.875 0.07
C -4.493 -1.207 -0.002 -0.24
C -4.858 -0.193 -0.879 -0.05
C -5.973 -0.358 -1.685 -0.06
C -6.725 -1.519 -1.628 -0.08
C -6.364 -2.526 -0.748 -0.07
C -5.258 -2.372 0.064 -0.03
H -0.521 -0.182 1.907 0.07
H -1.497 -1.503 2.451 0.12
H -3.440 -1.848 1.609 0.15
H -4.294 0.722 -0.946 0.04
H -6.250 0.433 -2.363 0.11
H -7.587 -1.639 -2.265 0.11
H -6.945 -3.434 -0.696 0.11
H -4.975 -3.162 0.748 0.11

---

Record 7
60
Properties=species:S:1:pos:R:3:nbo_charge:R:1 method="wB97M-V/def2-TZVPD" homo_energy_ev=-3.591 homo_lumo_gap_ev=5.4 lumo_energy_ev=1.86 de_lowest_kcal_mol=0.0 total_charge=-1
Sc 0.085 -0.456 -0.215 1.45
C 1.462 -4.751 -0.228 -0.65
C 2.477 -3.848 0.399 0.18
N 3.498 -4.359 1.036 -0.41
C 4.393 -3.525 1.615 -0.04
C 4.278 -2.161 1.608 -0.07
C 5.284 -1.348 2.376 -0.09
O 4.730 -0.755 3.553 -0.73
C 3.168 -1.574 0.943 -0.17
C 2.938 -0.157 1.104 0.19
N 1.885 0.528 0.794 -0.57
C 1.820 1.827 1.387 0.19
C 2.321 2.024 2.679 -0.24
C 2.276 3.262 3.292 -0.21
C 1.698 4.340 2.639 -0.22
C 1.138 4.151 1.387 -0.22
C 1.184 2.907 0.772 -0.19
I 0.154 2.688 -1.032 0.32
C 2.269 -2.429 0.275 0.39
O 1.297 -1.999 -0.439 -0.74
H 1.814 -5.780 -0.188 0.22
H 1.268 -4.452 -1.258 0.24
H 0.511 -4.666 0.302 0.23
H 5.230 -4.000 2.115 0.18
H 5.672 -0.519 1.783 0.18
H 6.130 -1.992 2.635 0.17
H 4.154 -1.412 3.961 0.47
H 3.729 0.368 1.634 0.19
H 2.712 1.173 3.222 0.23
H 2.670 3.372 4.294 0.21
H 1.651 5.313 3.110 0.21
H 0.638 4.967 0.884 0.22
Cl 1.622 -0.089 -2.614 0.02
C 0.177 -0.009 -3.615 -0.04
C 0.322 0.212 -4.968 -0.26
C -0.797 0.233 -5.788 -0.31
C -2.047 0.023 -5.206 -0.23
C -2.170 -0.195 -3.854 -0.09
Cl -3.763 -0.440 -3.188 -0.04
C -1.065 -0.229 -2.930 0.12
N -1.181 -0.413 -1.632 -0.99
H 1.313 0.365 -5.377 0.21
H -0.702 0.406 -6.851 0.20
H -2.943 0.032 -5.815 0.21
O 0.367 -1.063 3.217 -0.92
S -0.793 -1.006 2.370 2.28
O -0.785 -1.954 1.251 -0.92
N -1.028 0.457 1.719 -0.91
C -2.260 0.941 2.013 0.07
S -2.860 2.390 1.530 -0.11
C -3.031 0.009 2.904 0.00
C -4.317 0.167 3.393 -0.19
C -4.843 -0.830 4.202 -0.20
C -4.101 -1.965 4.527 -0.21
C -2.813 -2.131 4.039 -0.17
C -2.316 -1.128 3.231 -0.34
H -4.878 1.054 3.132 0.24
H -5.850 -0.727 4.587 0.21
H -4.535 -2.726 5.163 0.21
H -2.224 -3.006 4.279 0.23

---

Record 8
59
Properties=species:S:1:pos:R:3:nbo_charge:R:1 method="wB97M-V/def2-TZVPD" homo_energy_ev=-2.965 homo_lumo_gap_ev=7.6 lumo_energy_ev=4.63 de_lowest_kcal_mol=4.1 total_charge=-2
Li 0.232 -0.521 2.347 0.86
O 0.937 0.396 5.889 -0.73
C 0.537 0.211 4.730 0.74
O 0.127 -0.854 4.182 -0.81
C 0.504 1.456 3.817 0.08
C 1.302 2.565 4.065 -0.23
C 1.193 3.654 3.218 -0.19
C 0.233 3.642 2.215 -0.24
C -0.555 2.511 2.047 0.11
N -0.370 1.417 2.797 -0.48
C -1.724 2.548 1.034 0.75
O -2.083 3.701 0.706 -0.75
O -2.228 1.447 0.700 -0.77
H 1.983 2.538 4.904 0.23
H 1.831 4.520 3.356 0.19
H 0.055 4.487 1.567 0.23
N -0.220 -3.345 0.534 -0.80
C 0.397 -3.017 -0.674 0.20
C 1.116 -4.020 -1.330 -0.27
C 1.672 -3.807 -2.577 -0.21
C 1.514 -2.577 -3.198 -0.27
C 0.826 -1.570 -2.534 -0.19
C 0.267 -1.744 -1.270 -0.35
P -0.626 -0.386 -0.312 0.88
C -2.308 -0.863 -0.913 -0.31
C -2.662 -0.911 -2.260 -0.15
C -3.930 -1.322 -2.648 -0.24
C -4.861 -1.707 -1.688 -0.23
C -4.515 -1.671 -0.345 -0.22
C -3.250 -1.242 0.037 -0.16
C -0.139 1.063 -1.320 -0.35
C -1.052 1.959 -1.868 -0.18
C -0.607 3.089 -2.542 -0.22
C 0.753 3.350 -2.656 -0.23
C 1.668 2.482 -2.074 -0.23
C 1.224 1.352 -1.404 -0.15
H -0.466 -2.537 1.088 0.38
H 0.343 -3.964 1.099 0.38
H 1.237 -4.978 -0.836 0.20
H 2.227 -4.602 -3.062 0.19
H 1.938 -2.392 -4.178 0.19
H 0.734 -0.607 -3.020 0.21
H -1.934 -0.639 -3.016 0.20
H -4.190 -1.347 -3.700 0.19
H -5.852 -2.028 -1.989 0.19
H -5.234 -1.968 0.409 0.20
H -2.995 -1.170 1.088 0.23
H -2.112 1.796 -1.719 0.25
H -1.330 3.783 -2.951 0.20
H 1.095 4.240 -3.170 0.19
H 2.730 2.690 -2.127 0.20
H 1.941 0.686 -0.939 0.23
F 5.154 -0.499 1.724 -0.34
C 3.872 -0.373 1.348 0.87
F 3.441 0.808 1.817 -0.33
F 3.881 -0.275 -0.008 -0.35
C 2.973 -1.562 1.795 0.70
O 3.561 -2.587 2.117 -0.68
O 1.746 -1.304 1.704 -0.82